[1]
# C30H45GeN4PdS3

A molecular structure, C30H45GeN4PdS3 (wB97M-V/def2-TZVPD, OMol25).

Summary:
- Net charge: +3
- HOMO-LUMO gap: 6.24 eV
- Energy above the lowest of the compared OMol25 structures with the same formula, charge and spin: 42.30 kJ/mol
- LUMO: -0.355 hartree

Cartesian coordinates (Å):
Pd  0.69  0.15  -0.01
S  2.13  -1.62  0.26
C  1.22  -2.99  -0.19
N  1.76  -4.12  -0.54
C  0.90  -5.28  -0.84
C  -0.30  -5.27  0.07
N  -0.97  -3.96  -0.01
C  -2.46  -3.99  0.06
C  -3.03  -4.64  -1.18
C  -2.91  -4.01  -2.41
C  -3.41  -4.61  -3.55
C  -4.05  -5.85  -3.46
C  -4.17  -6.47  -2.23
C  -3.66  -5.87  -1.09
C  -0.27  -2.88  -0.16
S  -0.98  -1.33  -0.32
C  3.23  -4.30  -0.72
C  3.53  -5.16  -1.91
C  3.24  -4.69  -3.19
C  3.51  -5.48  -4.30
C  4.07  -6.74  -4.12
C  4.36  -7.21  -2.85
C  4.09  -6.42  -1.74
H  1.49  -6.18  -0.68
H  0.62  -5.25  -1.89
H  -0.04  -5.45  1.11
H  -1.02  -6.02  -0.26
H  -2.81  -2.97  0.20
H  -2.70  -4.58  0.95
H  -2.44  -3.03  -2.49
H  -3.33  -4.12  -4.51
H  -4.45  -6.31  -4.34
H  -4.68  -7.43  -2.15
H  -3.77  -6.36  -0.12
H  3.61  -4.75  0.20
H  3.66  -3.31  -0.82
H  2.83  -3.70  -3.33
H  3.30  -5.12  -5.29
H  4.29  -7.36  -4.99
H  4.81  -8.19  -2.72
H  4.33  -6.79  -0.75
C  -1.18  -3.40  4.84
C  -1.24  -1.89  4.62
C  -1.59  -1.54  3.18
C  -1.65  -0.04  2.90
Ge  0.04  0.89  2.84
C  1.81  0.29  3.38
C  2.13  1.21  4.57
C  0.97  1.26  5.55
C  1.15  2.27  6.67
H  -0.93  -3.64  5.87
H  -0.42  -3.86  4.20
H  -2.14  -3.86  4.62
H  -0.27  -1.45  4.89
H  -1.97  -1.44  5.29
H  -2.56  -1.97  2.94
H  -0.86  -2.02  2.51
H  -2.21  0.48  3.69
H  -2.17  0.19  1.97
H  -0.05  2.41  2.69
H  2.54  0.35  2.58
H  1.74  -0.76  3.68
H  2.33  2.23  4.20
H  3.04  0.88  5.07
H  0.80  0.26  5.96
H  0.02  1.52  5.01
H  2.05  2.03  7.25
H  0.31  2.28  7.35
H  1.28  3.28  6.27
S  -0.57  2.13  -0.35
C  1.01  2.60  -0.78
N  2.00  1.95  0.00
C  3.45  2.06  -0.40
C  3.56  2.37  -1.88
C  2.74  3.61  -2.21
N  1.34  3.37  -1.77
H  1.88  2.23  0.97
H  3.93  1.12  -0.15
H  3.90  2.85  0.19
H  3.21  1.53  -2.48
H  4.60  2.54  -2.13
H  2.71  3.81  -3.27
H  3.12  4.50  -1.70
H  0.59  3.74  -2.34

Löwdin population analysis, charges in e, atoms 1 to 4: number 1, Pd, carries 0.262; number 2, S, carries 0.746; number 3, C, carries -0.600; number 4, N, carries -0.039



[2]
# C30H45N5O8

3 unconnected molecules or ions with the total composition C30H45N5O8 in a non-equilibrium geometry (wB97M-V/def2-TZVPD, OMol25).

Summary:
- SMILES string: [H]/N=C/CC1=C(OC#N)C(=O)C=C(CCC(=O)Nc2ccccc2)C1=O.COCCNCCOC.COCCNCCOC
- HOMO-LUMO gap: 7.73 eV
- LUMO: -0.030 hartree

Cartesian coordinates (Å):
N  11.12  -2.00  -0.22
C  10.08  -2.22  0.20
O  8.90  -2.41  0.70
C  7.96  -1.55  0.09
C  7.74  -0.32  0.52
C  8.43  0.35  1.65
C  8.91  1.70  1.22
N  8.99  2.00  0.00
C  6.67  0.44  -0.20
O  5.87  1.09  0.40
C  6.67  0.25  -1.68
C  6.43  1.37  -2.66
C  4.98  1.83  -2.77
C  4.53  2.66  -1.60
O  5.30  3.44  -1.10
N  3.20  2.61  -1.15
C  2.75  1.39  -0.54
C  2.63  0.17  -1.21
C  2.17  -0.97  -0.56
C  1.79  -0.92  0.77
C  1.90  0.29  1.45
C  2.37  1.43  0.80
C  6.91  -1.00  -2.09
C  7.18  -2.05  -1.08
O  6.78  -3.18  -1.18
H  7.73  0.51  2.48
H  9.24  -0.24  2.05
H  9.19  2.41  2.00
H  9.32  2.95  -0.13
H  7.12  2.18  -2.45
H  6.71  0.96  -3.63
H  4.90  2.50  -3.63
H  4.37  0.97  -3.00
H  3.14  3.33  -0.45
H  2.88  0.09  -2.26
H  2.08  -1.89  -1.13
H  1.41  -1.80  1.27
H  1.59  0.32  2.47
H  2.45  2.36  1.35
H  6.94  -1.25  -3.14
C  -5.10  -1.96  2.09
O  -4.95  -1.35  3.36
C  -4.75  -2.26  4.43
C  -3.35  -2.13  4.99
N  -2.36  -2.62  4.04
C  -0.98  -2.31  4.40
C  -0.56  -0.84  4.45
O  -0.55  -0.20  3.18
C  -1.80  0.34  2.76
H  -5.37  -1.18  1.38
H  -4.16  -2.42  1.75
H  -5.89  -2.71  2.10
H  -4.95  -3.29  4.12
H  -5.47  -2.00  5.21
H  -3.28  -2.71  5.92
H  -3.20  -1.07  5.24
H  -2.55  -2.22  3.14
H  -0.34  -2.81  3.67
H  -0.76  -2.77  5.37
H  0.48  -0.81  4.80
H  -1.14  -0.26  5.17
H  -2.40  0.68  3.61
H  -2.37  -0.38  2.17
H  -1.58  1.19  2.12
C  -6.34  0.06  -5.72
O  -6.69  1.28  -5.09
C  -8.03  1.34  -4.65
C  -8.10  1.38  -3.13
N  -7.71  0.10  -2.56
C  -7.53  0.12  -1.11
C  -6.42  0.99  -0.53
O  -5.11  0.55  -0.85
C  -4.61  1.01  -2.10
H  -5.34  0.18  -6.13
H  -6.33  -0.77  -5.01
H  -7.03  -0.18  -6.53
H  -8.62  0.51  -5.05
H  -8.46  2.27  -5.03
H  -9.13  1.60  -2.83
H  -7.46  2.20  -2.79
H  -6.84  -0.20  -2.99
H  -7.33  -0.91  -0.80
H  -8.48  0.41  -0.65
H  -6.49  0.92  0.56
H  -6.55  2.05  -0.78
H  -5.00  2.00  -2.35
H  -4.83  0.31  -2.90
H  -3.52  1.08  -2.01

Löwdin population analysis, charges in e, atoms 1 to 4: number 1, N, carries 0.184; number 2, C, carries -0.333; number 3, O, carries 0.099; number 4, C, carries -0.098



[3]
# C30H45NO3P2STl

A molecular structure, C30H45NO3P2STl in a non-equilibrium geometry (wB97M-V/def2-TZVPD, OMol25).

Summary:
- Net charge: +1
- HOMO-LUMO gap: 5.25 eV
- Energy above the lowest of the compared OMol25 structures with the same formula, charge and spin: 28.57 kJ/mol
- LUMO: -0.198 hartree

Cartesian coordinates (Å):
Tl  3.82  3.15  -3.07
C  -1.22  -1.58  1.02
C  -0.74  -0.75  2.08
C  -2.08  0.54  0.71
C  -2.03  -0.78  0.17
C  -1.23  0.57  1.86
C  -0.96  -3.02  0.90
H  0.12  -3.23  0.99
H  -1.30  -3.40  -0.06
H  -1.46  -3.59  1.70
C  -2.78  -1.27  -1.00
H  -2.21  -2.07  -1.49
H  -2.96  -0.46  -1.71
H  -3.76  -1.69  -0.71
C  -2.92  1.63  0.22
H  -3.99  1.41  0.38
H  -2.78  1.75  -0.87
H  -2.67  2.57  0.73
C  -0.97  1.74  2.72
H  -1.59  1.72  3.63
H  -1.21  2.66  2.17
H  0.08  1.77  3.03
C  0.09  -1.17  3.22
H  -0.28  -0.73  4.16
H  1.13  -0.85  3.09
H  0.07  -2.26  3.32
C  2.05  -1.55  -0.70
C  2.40  -2.42  0.25
C  3.42  -2.27  1.35
C  4.00  -0.85  1.53
C  2.99  0.17  1.92
C  2.17  0.91  1.15
C  2.08  0.96  -0.34
C  2.70  -0.24  -1.07
H  4.25  -2.98  1.18
H  4.58  -0.56  0.65
H  2.96  -2.59  2.30
H  3.80  -0.23  -0.97
H  1.20  -1.79  -1.35
H  1.91  -3.40  0.23
H  2.49  -0.10  -2.15
H  1.03  1.04  -0.67
H  1.62  1.72  1.65
H  2.57  1.89  -0.68
H  4.72  -0.90  2.36
H  2.95  0.37  3.00
P  5.73  1.86  -1.46
C  6.65  1.10  -2.84
C  6.58  1.17  0.01
P  4.97  4.49  -0.71
C  6.46  3.58  -1.35
C  5.36  4.35  1.10
C  5.53  6.21  -1.00
H  6.31  1.48  -3.81
H  6.43  0.02  -2.80
H  7.73  1.27  -2.72
H  7.62  1.54  0.06
H  6.59  0.07  -0.06
H  6.05  1.46  0.93
H  6.61  6.30  -0.90
H  5.02  6.86  -0.27
H  5.21  6.51  -2.01
H  6.78  3.96  -2.34
H  7.30  3.63  -0.62
H  4.98  5.25  1.59
H  6.44  4.26  1.29
H  4.85  3.47  1.53
O  -2.91  1.45  -2.66
C  -1.87  1.39  -3.36
N  -0.59  1.39  -2.88
S  0.53  1.27  -4.04
O  1.28  2.51  -4.20
O  1.33  0.06  -3.95
C  -0.64  1.08  -5.35
C  -0.42  0.65  -6.66
C  -1.54  0.41  -7.47
C  -2.84  0.62  -6.97
C  -3.04  1.04  -5.66
C  -1.91  1.24  -4.84
H  0.60  0.51  -7.01
H  -1.41  0.05  -8.48
H  -3.71  0.44  -7.61
H  -4.03  1.22  -5.24

Löwdin population analysis, charges in e, atoms 1 to 4: number 1, Tl, carries 0.849; number 2, C, carries -0.146; number 3, C, carries -0.085; number 4, C, carries -0.047



[4]
# C30H46Br2F8N5O3S2

2 unconnected molecules or ions with the total composition C30H46Br2F8N5O3S2 in a non-equilibrium geometry (wB97M-V/def2-TZVPD, OMol25).

Summary:
- Net charge: +1
- HOMO-LUMO gap: 7.46 eV
- Energy above the lowest of the compared OMol25 structures with the same formula, charge and spin: 0.00 kJ/mol
- LUMO: -0.104 hartree

Cartesian coordinates (Å):
C  0.48  5.71  4.33
O  0.26  6.71  3.30
C  -0.08  6.10  2.03
C  -0.66  7.28  1.08
C  0.26  7.33  -0.23
C  0.15  6.03  -1.17
C  -1.37  5.54  -1.43
C  -1.41  4.76  -2.86
C  -1.35  3.17  -2.62
N  -0.49  2.41  -3.59
C  0.99  2.60  -3.42
C  1.41  2.00  -2.01
N  0.72  0.81  -1.49
C  1.75  -0.02  -0.82
C  2.22  0.82  0.50
C  2.52  -0.16  1.77
S  4.30  -0.07  2.34
C  5.02  -1.78  2.25
S  4.61  -2.93  1.11
N  6.06  -2.07  3.26
C  6.23  -1.36  4.52
C  7.45  -2.03  5.18
N  7.90  -3.10  4.27
C  7.05  -3.13  3.13
C  -0.18  0.06  -2.42
C  -1.53  -0.24  -1.62
C  -1.42  -0.45  -0.03
C  -2.89  -0.78  0.56
N  -3.03  -0.56  2.02
O  -3.87  -1.14  -0.14
C  0.66  -1.11  -3.06
Br  2.22  -0.57  -4.24
C  0.56  -2.51  -2.94
C  -0.54  -3.16  -2.01
Br  1.80  -3.78  -3.88
C  -0.74  0.94  -3.69
H  1.62  5.60  4.46
H  -0.05  4.72  4.13
H  0.08  6.14  5.31
H  -0.90  5.31  2.12
H  0.83  5.58  1.57
H  -1.77  7.14  0.85
H  -0.50  8.26  1.66
H  0.00  8.25  -0.87
H  1.34  7.47  0.12
H  0.64  6.28  -2.18
H  0.76  5.15  -0.73
H  -2.04  6.48  -1.51
H  -1.77  4.89  -0.57
H  -0.58  5.11  -3.56
H  -2.44  5.00  -3.32
H  -1.11  2.99  -1.52
H  -2.42  2.77  -2.77
H  -0.72  2.81  -4.53
H  1.16  3.75  -3.36
H  1.59  2.25  -4.33
H  1.27  2.85  -1.24
H  2.56  1.85  -2.05
H  1.39  -1.03  -0.42
H  2.70  -0.21  -1.41
H  1.44  1.59  0.82
H  3.23  1.33  0.27
H  1.80  0.07  2.63
H  2.33  -1.27  1.49
H  5.62  -0.47  4.93
H  7.91  -1.77  6.20
H  7.14  -3.82  2.22
H  -2.20  0.70  -1.71
H  -2.19  -1.07  -2.07
H  -0.61  -1.17  0.32
H  -1.15  0.58  0.42
H  -2.06  -0.61  2.39
H  -3.61  -1.30  2.44
H  -0.41  -2.81  -0.94
H  -0.36  -4.29  -2.00
H  -1.62  -3.04  -2.41
H  -0.32  0.59  -4.69
H  -1.89  0.82  -3.82
C  -4.67  -6.39  0.78
C  -3.60  -5.84  1.75
C  -2.42  -5.12  1.10
F  -1.70  -5.93  0.30
F  -1.56  -4.67  2.06
F  -3.18  -6.84  2.56
F  -4.24  -4.94  2.56
O  -4.59  -7.78  0.46
C  -3.73  -8.16  -0.60
C  -2.59  -9.07  -0.14
F  -1.81  -8.47  0.79
F  -1.77  -9.39  -1.17
F  -3.29  -7.05  -1.24
F  -4.50  -8.82  -1.49
H  -5.63  -6.29  1.30
H  -4.77  -5.77  -0.12
H  -2.75  -4.26  0.52
H  -2.98  -9.99  0.29

Löwdin population analysis, charges in e, atoms 1 to 4: number 1, C, carries -0.114; number 2, O, carries -0.233; number 3, C, carries -0.233; number 4, C, carries -0.155